This record from the Open Molecules 2025 dataset describes the molecule CH3FO2S. The level of theory is the ωB97M-V functional and the def2-TZVPD basis.

Each line ends with the natural charge from an NBO analysis.
Geometry (Å):
1 O 1.6881 -1.0961 0.3968  -0.92
2 H -1.4012 0.9369 0.4891  0.18
3 H -0.9689 -0.5579 1.3200  0.19
4 C -1.0197 -0.0339 0.4192  -0.06
5 O 1.5185 1.3304 -0.0569  -0.92
6 S 1.0095 0.0421 -0.1643  1.88
7 F -1.6480 -0.4177 -0.7333  -0.34
8 H 0.8218 -0.2039 -1.6706  -0.01

Computed properties:
- LUMO energy (eV) = 0.4
- E_HOMO (eV) = -10.630
- total energy (Eh) = -688.332023
- molecular weight (u) = 98.10
- Kohn-Sham gap (eV) = 11.0
- energy above the lowest of the compared OMol25 structures with the same formula, charge and spin (kcal/mol) = 46.94
- F_max (Eh/bohr) = 0.1038
- total charge = 0

=====

This record from the Open Molecules 2025 dataset describes a cluster of 2 separate species, C44H51N2O3 in total. The level of theory is the ωB97M-V functional and the def2-TZVPD basis.

Each line ends with the Löwdin charge.
Geometry (Å):
1 H 1.3118 1.3289 -7.1482  0.10
2 C 3.1333 1.4708 -6.0017  -0.12
3 C 2.1558 1.3903 3.1092  -0.54
4 C 1.2619 -2.1995 1.9507  -0.19
5 H 3.7776 1.2888 -6.8644  0.09
6 C 1.4988 1.9000 -3.7973  -0.05
7 H 5.3037 -3.1501 4.1510  0.09
8 H 2.3616 2.1515 1.0894  0.09
9 C -1.3465 0.7849 -6.1592  -0.17
10 C 2.8313 2.2934 2.0714  -0.04
11 C 3.7152 -2.0922 2.1352  -0.07
12 N -1.3360 1.9262 -4.0837  0.06
13 C -2.9378 -0.4450 -8.1700  -0.14
14 C 5.0325 -4.2031 1.6476  -0.08
15 H -0.4929 3.8100 -3.6724  0.12
16 H -6.6495 -2.4682 2.0804  0.13
17 H 5.9793 -1.5732 3.6504  0.08
18 H 4.8036 1.7721 -4.6300  0.08
19 C -2.7341 1.0342 -6.2586  -0.05
20 H 0.1636 1.6931 2.2777  0.07
21 O -0.9020 4.0350 -1.3308  -0.04
22 O 4.6505 0.0229 2.6861  -0.01
23 H -5.3578 -2.0429 4.8186  0.12
24 H 5.4240 -2.0851 -0.0167  0.09
25 H -3.3805 0.2387 -0.4308  0.13
26 H 0.1821 1.2122 4.0048  0.09
27 C 2.8837 1.9909 -3.6582  -0.11
28 H -1.1087 -1.4190 -8.7854  0.09
29 H -4.2181 1.5513 2.1854  0.12
30 H -1.9074 -4.2376 2.9651  0.12
31 H -0.7837 2.9055 0.3664  0.10
32 H 2.7310 3.3476 2.3626  0.08
33 C 3.7187 1.7415 -4.7529  -0.14
34 C -1.1171 2.9656 -3.3500  -0.15
35 C -0.7828 -0.1395 -7.0726  -0.06
36 H 6.0484 -4.6130 1.5641  0.08
37 C -4.4787 1.0836 1.2305  -0.16
38 H -0.4232 5.9349 0.6717  0.07
39 H 2.7175 2.6363 4.7946  0.08
40 C -3.4888 -2.8084 2.7076  -0.15
41 H 0.6192 2.8660 3.5277  0.08
42 C 0.1356 -2.9977 1.6988  0.04
43 C 0.8800 1.5586 -5.0235  -0.15
44 H -0.0127 4.6434 1.8152  0.06
45 C -3.5236 0.4251 -7.2364  -0.11
46 H -2.3952 1.1273 0.7025  0.10
47 H -4.5964 0.6309 -7.2716  0.09
48 H -4.8342 1.8634 0.5559  0.12
49 N -5.1081 -1.0532 2.2536  -0.09
50 H 0.3071 -4.0661 1.5894  0.12
51 C 5.9319 -2.0063 0.9522  -0.05
52 H 0.2655 -0.4141 -6.9695  0.09
53 H -6.4300 0.4874 1.9564  0.12
54 H -5.9086 -0.3285 0.4659  0.14
55 H 6.9248 -2.4696 0.8723  0.08
56 H 3.8869 1.3388 4.4169  0.08
57 C -1.0225 3.9437 0.0974  -0.24
58 H 2.3434 0.9445 5.2210  0.09
59 H -6.9331 -1.1184 3.1866  0.12
60 C 1.1777 -0.8392 2.3929  0.03
61 H 4.5368 -4.3273 0.6782  0.09
62 H 4.4960 -4.7791 2.4103  0.08
63 C -2.8869 -0.8454 1.3340  -0.13
64 C 5.8605 -2.6232 3.3668  -0.05
65 H -4.8859 -4.4092 2.9700  0.12
66 H -0.8718 -0.7163 0.6636  0.14
67 H 0.1865 -0.4388 2.6060  0.10
68 C -2.2118 -3.2875 2.5043  0.01
69 H 0.9527 4.8513 0.3374  0.08
70 C -1.5969 -1.3125 1.2248  0.01
71 C 1.7412 1.4332 -6.1461  -0.07
72 C -1.5686 -0.7282 -8.0732  -0.12
73 C 2.2786 -0.0774 2.6628  -0.07
74 H 6.0478 -0.9500 1.2132  0.08
75 H -2.0603 4.1650 0.3733  0.12
76 O -2.5558 2.4819 -1.4748  0.04
77 C -1.6545 3.1181 -1.9889  -0.50
78 H 6.8547 -3.0818 3.2684  0.08
79 C -3.8500 -1.5592 2.1082  -0.09
80 H 2.6024 -3.8559 1.6650  0.11
81 C 5.1121 -2.7268 2.0307  -0.55
82 C -5.6725 -2.6857 3.9907  -0.18
83 H 3.2976 2.2464 -2.6836  0.09
84 C -0.5939 1.4439 -5.0791  -0.23
85 H 0.8961 2.1076 -2.9083  0.09
86 C -0.0612 4.9030 0.7511  -0.07
87 C -1.2104 -2.5450 1.8142  -0.22
88 C -3.2389 0.4294 0.6448  -0.15
89 H -3.1961 1.7152 -5.5409  0.10
90 C 0.6907 1.8087 3.2355  -0.07
91 H -6.4968 -3.3054 4.3493  0.11
92 C 2.5701 -2.7828 1.8776  0.02
93 C -4.4986 -3.5523 3.5424  -0.15
94 H -4.0057 -3.9766 4.4253  0.12
95 H 3.8937 2.0432 1.9922  0.08
96 H -3.5452 -0.8880 -8.9652  0.08
97 C 3.6109 -0.6753 2.5153  -0.26
98 C 2.8238 1.5901 4.4756  -0.05
99 C -6.1731 -1.8295 2.8454  -0.17
100 C -5.5652 0.0529 1.4426  -0.17

Computed properties:
- LUMO energy (eV) = 1.0
- E_HOMO (eV) = -2.266
- total energy (Eh) = -2042.496109
- molecular weight (u) = 655.90
- Kohn-Sham gap (eV) = 3.3
- energy above the lowest of the compared OMol25 structures with the same formula, charge and spin (kcal/mol) = 0.00
- F_max (Eh/bohr) = 0.0501
- total charge = -1

=====

This record from the Open Molecules 2025 dataset describes the molecule C20H24ClNO3S. The level of theory is the ωB97M-V functional and the def2-TZVPD basis.

Each line ends with the natural charge from an NBO analysis.
Geometry (Å):
1 C -0.3742 -1.5085 -1.1901  0.64
2 H 0.0824 -0.9959 2.3176  0.22
3 Cl 3.4696 -3.5539 0.0279  0.02
4 C 3.9458 1.4072 1.3995  -0.63
5 H 0.9787 -3.0487 1.2831  0.24
6 H -2.8533 1.0134 -1.8698  0.19
7 C 2.8161 2.1613 -1.1101  -0.64
8 C -3.7710 0.6211 -1.4245  -0.40
9 C -2.5995 0.6625 1.7187  -0.41
10 C 1.9105 -1.1821 -2.3395  -0.23
11 C -2.5465 -1.2319 -0.0859  -0.06
12 C 3.1094 0.1782 1.3654  0.05
13 H 3.0102 2.8021 -1.9707  0.25
14 C -4.1376 1.4682 -0.2056  -0.41
15 H -4.5601 0.7262 -2.1732  0.21
16 C 1.8236 0.1709 1.8954  -0.25
17 H 4.6111 -0.9908 0.3741  0.25
18 H -4.5275 2.4233 -0.5666  0.21
19 O 5.2002 0.9367 -0.9307  -0.97
20 C 1.0704 -0.9897 1.8839  -0.19
21 C 3.6221 -0.9863 0.8038  -0.26
22 O -0.5909 -2.6564 -1.5316  -0.62
23 H -0.9981 0.1960 -0.2696  0.41
24 H -2.4740 -2.3272 -0.0884  0.24
25 C 2.8422 -2.1293 0.7666  -0.01
26 H 1.4193 1.0733 2.3323  0.21
27 H -2.4415 -1.4336 2.0509  0.21
28 C 2.2976 0.8471 -1.5234  0.28
29 H 2.1403 2.6590 -0.4197  0.24
30 N -1.2329 -0.7636 -0.4583  -0.62
31 H -3.3277 -1.3687 -2.0712  0.22
32 H -1.5350 0.7348 1.9543  0.20
33 H 3.7721 -0.0635 -2.8440  0.25
34 C 1.5693 -2.1475 1.3154  -0.24
35 O 1.1039 0.4421 -1.0352  -0.42
36 C -2.9425 1.7600 0.7013  -0.40
37 H -3.1397 2.6780 1.2607  0.21
38 H -3.1393 0.8641 2.6475  0.21
39 H 3.4341 2.2455 1.8686  0.23
40 C -3.6046 -0.8686 -1.1406  -0.40
41 H 1.9903 -2.1133 -2.8602  0.25
42 S 4.5045 2.0352 -0.2759  1.27
43 H 4.8885 1.2231 1.9165  0.24
44 H -4.9347 0.9862 0.3614  0.20
45 C 2.8316 -0.1138 -2.3365  -0.29
46 H -4.5603 -1.2845 -0.8146  0.20
47 H -2.0787 1.9686 0.0639  0.18
48 C 0.8698 -0.8004 -1.5356  0.15
49 C -2.9356 -0.7809 1.3268  -0.40
50 H -4.0084 -0.9446 1.4356  0.21

Computed properties:
- LUMO energy (eV) = 0.3
- E_HOMO (eV) = -8.418
- total energy (Eh) = -1915.366822
- molecular weight (u) = 393.94
- Kohn-Sham gap (eV) = 8.8
- energy above the lowest of the compared OMol25 structures with the same formula, charge and spin (kcal/mol) = 0.00
- F_max (Eh/bohr) = 0.0374
- total charge = 0

=====

This record from the Open Molecules 2025 dataset describes a cluster of 3 separate species, C27H35N2O12P in total. The level of theory is the ωB97M-V functional and the def2-TZVPD basis.

Each line ends with the Löwdin charge.
Geometry (Å):
1 O -4.9191 5.4086 0.3550  0.12
2 H 1.1990 0.8999 0.2004  0.12
3 C 0.6341 -2.4608 -2.4122  -0.19
4 C 2.1987 -1.3384 -0.6684  -0.20
5 N -3.6017 -1.1300 -2.3315  -0.29
6 C -1.0145 0.6244 2.1182  -0.49
7 O 3.7765 3.7819 -0.0886  0.12
8 O -1.9448 8.1149 -2.0794  0.11
9 H -3.6645 -3.6501 -1.3878  0.10
10 H -0.0794 -7.3697 2.1881  0.08
11 H -2.7124 1.6295 1.1114  0.08
12 H 8.8194 1.6689 1.6921  0.12
13 O 8.2156 3.5586 1.4414  0.11
14 O -3.1966 3.4679 0.0876  0.09
15 C -0.8715 -2.7563 -2.4975  -0.17
16 O -1.0017 -7.3895 1.9234  -0.07
17 H -3.3365 -6.3407 0.9192  0.12
18 O -1.7454 -2.8634 2.1189  0.13
19 C 6.0016 3.8308 0.6643  0.08
20 H -3.5276 -1.6121 0.0803  0.02
21 H 5.8692 -0.1700 0.7813  0.14
22 H -1.8983 -6.2936 -0.1094  0.12
23 H 1.1690 -3.3316 -2.0245  0.10
24 H -0.9641 3.8454 -1.2773  0.13
25 H 2.9965 -0.6642 -0.9524  0.07
26 N -0.7488 -3.0076 0.0074  0.10
27 H 1.4513 0.7011 1.9473  0.12
28 C 7.1573 3.0698 1.0930  -0.31
29 C 1.0664 0.2257 1.0488  -0.17
30 O -0.3229 -0.0935 1.2065  -0.04
31 H 2.7875 -0.9718 1.3811  0.10
32 C -1.3580 5.8912 -1.7138  -0.23
33 H -0.9879 -3.7347 -2.9734  0.11
34 C -1.7089 -3.3602 1.0281  -0.45
35 H -3.6752 -4.0635 0.8271  0.14
36 H 1.3760 -0.4663 -2.4320  0.11
37 C 5.9451 0.9082 0.7676  0.08
38 C -2.6775 -3.9899 -1.0735  -0.11
39 H -2.3214 -4.8163 -1.6888  0.11
40 H 1.3021 -1.8768 1.2342  0.10
41 H 6.0800 4.9083 0.6397  0.14
42 H -3.1813 -0.9419 2.7161  0.06
43 C -3.8122 5.6794 -0.3199  -0.23
44 C -2.4576 0.8270 1.7968  -0.09
45 O 8.1766 0.9570 1.5005  0.12
46 P -2.7250 -1.3174 -1.0388  0.80
47 C -2.7016 -4.3585 0.4286  -0.22
48 C -2.3863 -5.8333 0.7501  -0.12
49 H -1.3377 -2.0357 -3.1710  0.10
50 C 4.8844 3.1780 0.3166  -0.23
51 H 0.9570 -2.3548 -3.4510  0.11
52 C -1.5215 -6.0521 1.9837  -0.24
53 H 3.1299 3.0720 -0.2685  0.12
54 O 3.7190 1.1760 0.0377  0.08
55 C 1.8697 -1.0535 0.7955  -0.17
56 H -0.1659 -3.8147 -0.2166  0.14
57 O -0.5389 1.0717 3.1308  0.13
58 C 4.7868 1.6710 0.3589  -0.28
59 H -0.6868 -5.3493 2.0359  0.11
60 H -0.3249 7.0987 -2.6622  0.12
61 C -1.6299 4.6914 -1.1812  0.07
62 C -3.5403 6.8800 -0.8503  0.08
63 H -3.4370 -0.2311 -2.7663  -0.04
64 C -3.4047 0.0445 2.3191  0.02
65 C 1.0339 -1.1657 -1.6661  -0.18
66 C -2.2976 7.0678 -1.5701  -0.31
67 H -1.9327 -0.2102 -0.7009  0.01
68 C 7.0649 1.5601 1.1133  -0.23
69 O -0.2605 6.1577 -2.4028  0.12
70 C -2.8621 4.5119 -0.4460  -0.30
71 H 0.1604 -0.7243 -1.1873  0.07
72 H -4.4366 0.3688 2.3911  0.06
73 H -2.1103 -5.9662 2.8991  0.13
74 H -4.8534 4.4727 0.6277  0.12
75 H -4.2124 7.7216 -0.7636  0.14
76 H 2.6297 -2.3419 -0.7363  0.11
77 C -1.6238 -2.8109 -1.1639  -0.54

Computed properties:
- LUMO energy (eV) = -1.7
- E_HOMO (eV) = -8.558
- total energy (Eh) = -2403.480990
- molecular weight (u) = 610.55
- Kohn-Sham gap (eV) = 6.9
- F_max (Eh/bohr) = 0.0213
- total charge = 0

=====

Q: What is the molecular weight in the first record?
A: 98.10 u